This record from the OMol25 dataset describes C42H48ClN6Ti as an isolated structure. The level of theory is ωB97M-V/def2-TZVPD.

Output
⟨S²⟩: 0.76
HOMO (alpha / beta): -13.4171 / -13.4785 eV
Net charge: +2
Frontier orbital gap (alpha / beta): 8.038 / 8.045 eV
2S+1: 2

Last column: Löwdin spin population.
Positions of all 98 atoms, in Å:
1 Ti 0.452 -0.098 0.457  0.985
2 C 1.815 -1.373 2.843  0.000
3 C 3.253 -1.021 2.389  0.001
4 C 3.424 -0.939 0.911  0.009
5 C 4.743 -0.785 0.453  -0.002
6 C 4.969 -0.627 -0.913  0.010
7 C 3.866 -0.714 -1.792  -0.002
8 C 2.585 -0.900 -1.299  0.012
9 N 2.354 -0.945 0.055  0.002
10 N 0.734 -0.372 2.591  -0.002
11 C -0.545 -1.002 3.167  0.002
12 C -1.198 -1.938 2.183  0.004
13 C -2.316 -2.719 2.515  0.000
14 C -2.822 -3.552 1.502  0.003
15 C -2.176 -3.645 0.242  0.001
16 C -1.076 -2.854 -0.016  0.006
17 N -0.675 -1.967 0.922  0.007
18 C 1.007 0.893 3.311  0.002
19 C 1.754 1.898 2.497  0.002
20 C 2.281 3.054 3.057  -0.001
21 C 2.950 3.942 2.209  0.003
22 C 2.942 3.718 0.812  0.000
23 C 2.309 2.603 0.326  0.004
24 N 1.706 1.722 1.154  0.004
25 H 1.841 -1.566 3.936  0.000
26 H 1.502 -2.322 2.382  0.000
27 H 3.949 -1.789 2.768  0.000
28 H 3.578 -0.054 2.833  0.000
29 H 5.540 -0.862 1.205  0.000
30 H 5.960 -0.396 -1.310  0.001
31 H 4.003 -0.669 -2.899  0.000
32 H 1.743 -1.032 -1.989  0.001
33 H -1.230 -0.186 3.392  0.000
34 H -0.343 -1.534 4.109  0.000
35 H -2.720 -2.748 3.527  0.000
36 H -3.717 -4.134 1.726  0.000
37 H -2.480 -4.375 -0.512  0.000
38 H -0.453 -3.009 -0.890  0.002
39 H 1.598 0.712 4.225  0.000
40 H 0.066 1.347 3.642  0.000
41 H 2.167 3.265 4.124  0.000
42 H 3.544 4.778 2.617  0.000
43 H 3.451 4.416 0.135  0.000
44 H 2.305 2.369 -0.740  0.001
45 C -4.588 0.777 2.775  0.000
46 C -3.466 1.549 2.163  0.001
47 C -3.130 2.854 2.560  -0.002
48 C -2.083 3.522 1.961  0.000
49 C -1.608 4.838 2.534  0.000
50 C -1.381 2.923 0.912  -0.001
51 C -1.646 1.589 0.495  -0.003
52 C -2.701 0.923 1.166  -0.003
53 N -0.893 0.949 -0.530  -0.046
54 C -1.267 1.109 -2.008  -0.004
55 C -2.570 1.926 -2.204  -0.001
56 C -2.943 2.063 -3.695  0.000
57 C -3.172 0.661 -4.314  0.000
58 C -1.905 -0.183 -4.130  0.000
59 C -0.769 0.540 -4.904  0.000
60 C -0.506 1.936 -4.310  0.000
61 C -1.810 2.743 -4.467  0.000
62 C -0.119 1.804 -2.813  -0.001
63 C -1.493 -0.295 -2.648  0.001
64 H -5.123 1.391 3.491  0.000
65 H -4.233 -0.103 3.306  0.000
66 H -5.310 0.435 2.024  0.000
67 H -3.685 3.327 3.380  0.000
68 H -2.345 5.277 3.212  0.000
69 H -1.422 5.543 1.723  0.000
70 H -0.695 4.677 3.099  0.000
71 H -0.616 3.526 0.439  0.000
72 H -2.952 -0.089 0.841  0.000
73 H -2.488 2.902 -1.741  0.000
74 H -3.373 1.354 -1.678  0.000
75 H -3.871 2.653 -3.797  0.000
76 H -3.390 0.767 -5.388  0.000
77 H -4.033 0.191 -3.844  0.000
78 H -2.026 -1.187 -4.571  0.000
79 H -1.113 0.645 -5.938  0.000
80 H 0.128 -0.067 -4.909  0.000
81 H 0.308 2.410 -4.869  0.000
82 H -2.070 2.782 -5.528  0.000
83 H -1.658 3.768 -4.113  0.000
84 H 0.070 2.785 -2.388  0.000
85 H 0.811 1.222 -2.764  0.000
86 H -0.584 -0.911 -2.594  0.001
87 H -2.282 -0.782 -2.062  0.000
88 Cl 4.203 -5.415 -2.877  0.000
89 C 3.113 -5.457 -1.577  0.000
90 C 3.004 -6.469 -0.616  0.000
91 C 2.189 -6.225 0.514  0.000
92 C 1.621 -4.956 0.641  0.000
93 N 1.701 -4.002 -0.299  0.000
94 C 2.378 -4.262 -1.407  0.000
95 H 3.597 -7.400 -0.781  0.000
96 H 1.997 -6.994 1.263  0.000
97 H 1.130 -4.667 1.581  0.000
98 H 2.428 -3.492 -2.174  0.000